ORCA calculation (ωB97M-V/def2-TZVPD) on a cluster of 2 separate species, C12H17N in total.

Each line ends with the natural charge from an NBO analysis.
CARTESIAN COORDINATES (ANGSTROEM)
C: 2.542 3.343 1.272  -0.635
C: 1.275 2.741 0.843  -0.113
C: 0.358 3.342 -0.003  -0.032
N: -0.767 2.485 -0.148  -0.530
C: -0.591 1.411 0.652  0.107
C: -1.398 0.329 1.035  -0.232
C: -0.934 -0.690 1.840  -0.226
C: 0.356 -0.535 2.388  -0.233
C: 1.135 0.590 2.202  -0.214
C: 0.640 1.530 1.269  -0.021
H: 2.874 3.177 2.302  0.218
H: 2.489 4.437 1.195  0.220
H: 3.452 3.106 0.695  0.219
H: 0.220 4.281 -0.513  0.207
H: -1.555 2.889 -0.631  0.414
H: -2.332 0.071 0.534  0.211
H: -1.521 -1.560 2.091  0.219
H: 0.837 -1.297 3.000  0.206
H: 2.024 0.839 2.760  0.216
C: -1.314 -1.620 -2.440  -0.620
C: -0.309 -2.811 -2.409  -0.390
C: -0.732 -3.919 -1.395  -0.613
H: -0.744 -0.697 -2.616  0.211
H: -1.595 -1.518 -1.389  0.204
H: -2.073 -1.769 -3.190  0.208
H: -0.373 -3.247 -3.402  0.188
H: 0.718 -2.454 -2.270  0.197
H: -1.396 -3.439 -0.674  0.199
H: -1.387 -4.540 -2.021  0.202
H: 0.097 -4.474 -0.978  0.214

Cartesian forces (eV/Å) of the 6 atoms listed first:
C 1.736 1.133 0.319
C -1.579 1.015 -1.001
C -0.854 -1.636 0.405
N 1.038 2.091 -0.529
C -0.829 -1.280 0.944
C -1.177 -1.269 -1.289

The HOMO energy is -7.852 eV. For the max |F|, the calculation gives 0.04705 hartree/bohr. The total energy is -14209.105 eV. As for the SMILES: Cc1c[nH]c2ccccc12.CCC. The energy above the lowest of the compared OMol25 structures with the same formula, charge and spin comes out at 28.42 kcal per mole.